(1)
Here is 6 unconnected molecules or ions with the total composition C9H12Cl9N3 in a non-equilibrium geometry from the OMol25 dataset. Energies are from ωB97M-V with the def2-TZVPD basis set.

- HOMO-LUMO gap: 0.40640 Eh
- SMILES string: ClC(Cl)Cl.ClC(Cl)Cl.ClC(Cl)Cl.CC#N.CC#N.CC#N

```
! wB97M-V def2-TZVPD RIJCOSX def2/J DEFGRID3
* xyz 0 1
C 0.90134 -3.99499 3.12717
C 0.44878 -2.67458 3.56840
N 0.14626 -1.59691 3.90919
H 0.63581 -4.78615 3.81384
H 2.00613 -4.01518 3.00718
H 0.54640 -4.13090 2.10221
C -5.16472 0.93144 -3.30858
C -3.90989 1.40489 -2.68247
N -2.94510 1.73440 -2.11343
H -5.95560 1.70009 -3.25782
H -5.44263 -0.00222 -2.81039
H -4.96328 0.61836 -4.35418
C 1.20689 2.38684 3.52939
C 2.16628 3.11843 4.35882
N 2.87306 3.65740 5.11327
H 1.67217 2.11553 2.58794
H 0.35424 2.99428 3.33922
H 0.99346 1.45916 4.03570
C 3.04514 -2.87250 -1.34677
Cl 3.49096 -3.40316 0.25376
Cl 2.52717 -4.30190 -2.28086
Cl 4.37029 -1.99724 -2.09300
H 2.28311 -2.12593 -1.29283
C 0.01236 3.27628 -2.48082
Cl 1.29956 3.45148 -1.31057
Cl 0.60056 3.12140 -4.13547
Cl -1.07312 4.73420 -2.44527
H -0.63916 2.44953 -2.26907
C -0.38122 -0.57591 -0.85534
Cl 0.81782 -0.82630 0.46779
Cl -1.37654 -1.96337 -1.11829
Cl 0.44703 -0.21154 -2.40005
H -0.99356 0.32508 -0.65867
*
```

Here are the natural (NBO) charges for atoms 1 to 4, given in e: number 1, C, carries -0.729; number 2, C, carries 0.301; number 3, N, carries -0.350; number 4, H, carries 0.258

(2)
Here is a molecular structure, C5H6Cl2N2O4Rh2 in a non-equilibrium geometry from the OMol25 dataset. Energies are from ωB97M-V with the def2-TZVPD basis set.

- HOMO-LUMO gap (alpha / beta): 0.30165 / 0.17218 Eh

```
! wB97M-V def2-TZVPD RIJCOSX def2/J DEFGRID3
* xyz 4 9
Rh -1.99315 -0.70136 -3.20235
Rh -0.71808 -0.75603 1.56978
Cl 0.23940 -0.17930 -3.30370
Cl -2.45737 -1.26063 -0.26804
C -2.09919 0.05303 2.35141
C -1.67215 0.02470 -4.82307
C -3.67647 -1.21034 -3.69827
O -3.04759 0.27040 3.01426
O -1.24931 0.44167 -5.82471
O -4.70819 -1.62823 -4.05866
C 0.87920 1.75944 1.53427
N 2.01153 0.88151 1.80583
C 2.10456 -0.44044 1.49824
N 3.30399 -0.99809 1.81665
O 1.18536 -1.13887 0.96136
H 0.09717 1.30208 0.90918
H 1.21245 2.66056 1.00834
H 0.40101 2.09532 2.46091
H 2.83089 1.32438 2.20674
H 3.39066 -1.98933 1.62262
H 3.96529 -0.51046 2.41921
*
```

Here are the natural (NBO) charges for atoms 1 to 4, given in e: number 1, Rh, carries 1.099; number 2, Rh, carries 1.139; number 3, Cl, carries 0.295; number 4, Cl, carries -0.458

(3)
Here is a molecular structure, C25H50BN5OPb in a non-equilibrium geometry from the OMol25 dataset. Energies are from ωB97M-V with the def2-TZVPD basis set.

- HOMO-LUMO gap (alpha / beta): 0.33782 / 0.30672 Eh

```
! wB97M-V def2-TZVPD RIJCOSX def2/J DEFGRID3
* xyz 1 2
Pb 0.32599 -1.40334 -0.16491
C -2.60496 1.32111 -1.43777
C -1.65007 2.48390 -1.08642
C -2.42306 3.86900 -1.23950
C -3.17271 4.24579 0.02389
C -2.25448 4.17284 1.24088
C -1.65006 2.77349 1.49198
N -1.00950 2.28121 0.24168
O -0.02209 1.21652 0.32239
C -2.64672 1.70129 2.04653
C -0.61824 3.01108 2.62834
C -0.54460 2.63950 -2.14265
H -2.74539 1.19575 -2.51138
H -3.57132 1.41240 -0.94186
H -2.22614 0.35699 -1.09854
H -3.07017 3.78909 -2.11299
H -1.73635 4.66703 -1.52173
H -3.96698 3.49948 0.04054
H -3.58333 5.25266 -0.05159
H -2.83042 4.50048 2.10636
H -1.49650 4.95160 1.15661
H -3.40945 1.35021 1.35149
H -3.22122 2.04126 2.90820
H -2.12717 0.79332 2.35274
H 0.21754 3.60223 2.25400
H -0.18584 2.17143 3.17250
H -1.07846 3.52544 3.47197
H -1.06960 3.02288 -3.01757
H -0.10399 1.66421 -2.34947
H 0.30223 3.29412 -1.93661
B 0.63897 -4.05754 -0.44188
H -0.32917 -3.79776 -0.04255
H 0.73696 -5.09436 -0.72405
H 0.88253 -3.46765 -1.31191
H 1.39946 -3.86065 0.29779
C 6.28389 1.88241 -1.10145
C 4.99467 1.11621 -0.84644
C 4.92866 0.51608 0.54122
C 3.73419 -0.25602 0.91625
N 2.81590 -0.89802 1.25007
H 6.42160 1.74422 -2.17385
H 7.18985 1.47050 -0.65684
H 6.17629 2.96335 -1.01147
H 4.93211 0.32251 -1.59092
H 4.10348 1.70548 -1.06237
H 5.00499 1.32566 1.26708
H 5.73338 -0.19089 0.74301
C 2.34273 -0.57320 -5.98602
C 2.29439 0.78932 -5.34789
C 3.03608 0.85426 -4.00674
C 2.53836 -0.03639 -2.94586
N 2.17996 -0.69390 -2.09051
H 3.33162 -0.97538 -6.20611
H 1.69923 -0.53710 -6.86506
H 1.93368 -1.30957 -5.29425
H 1.21816 0.93287 -5.25178
H 2.68938 1.53364 -6.03933
H 3.07665 1.86820 -3.60877
H 4.10688 0.65642 -4.05495
C 3.15415 -3.20863 4.42250
C 2.27354 -4.34640 3.86433
C 0.73632 -4.17552 3.84999
C 0.40182 -3.02140 3.02070
N 0.14583 -2.07651 2.41419
H 2.92688 -2.31584 3.83993
H 4.21219 -3.47048 4.43245
H 2.92585 -3.03289 5.47373
H 2.50419 -5.29494 4.34926
H 2.58284 -4.53433 2.83618
H 0.25475 -4.00686 4.81319
H 0.16951 -4.94859 3.33114
C -6.44547 -3.37177 0.67189
C -5.88258 -1.95641 0.73335
C -4.68077 -1.87416 1.66496
C -3.37133 -1.94960 0.97651
N -2.37352 -2.06524 0.40098
H -5.70990 -3.86072 0.03317
H -7.36604 -3.45479 0.09419
H -6.55543 -3.89454 1.62201
H -6.72577 -1.35090 1.06576
H -5.63707 -1.52017 -0.23492
H -4.72998 -2.61080 2.46686
H -4.73181 -0.99418 2.30616
*
```

Here are the Löwdin charges for atoms 1 to 4, given in e: number 1, Pb, carries 1.416; number 2, C, carries -0.015; number 3, C, carries -0.453; number 4, C, carries -0.137

(4)
Here is 2 unconnected molecules or ions with the total composition C3H10N2 in a non-equilibrium geometry from the OMol25 dataset. Energies are from ωB97M-V with the def2-TZVPD basis set.

- HOMO-LUMO gap: 0.36582 Eh
- SMILES string: C=N.CNC

```
! wB97M-V def2-TZVPD RIJCOSX def2/J DEFGRID3
* xyz 0 1
C -1.57509 0.13370 -5.79114
N -2.73262 -0.02272 -5.27170
H -0.96019 0.87975 -5.28535
H -1.25447 -0.33635 -6.72990
H -3.24837 -0.57018 -5.96042
C 1.10050 -1.03296 3.45348
N 0.19209 0.03677 3.01035
C 1.02010 1.06633 2.43805
H 1.86197 -1.53394 2.74337
H 0.61011 -1.77558 4.07454
H 1.78859 -0.50733 4.14018
H -0.53615 -0.36404 2.41698
H 1.44605 0.72845 1.47622
H 0.39558 1.98480 2.25237
H 1.89189 1.31330 3.03296
*
```

Here are the natural (NBO) charges for atoms 1 to 4, given in e: number 1, C, carries -0.062; number 2, N, carries -0.577; number 3, H, carries 0.165; number 4, H, carries 0.154

(5)
Here is a gas-phase ion, C6H15N4 (charge +1) in a non-equilibrium geometry from the OMol25 dataset. Energies are from ωB97M-V with the def2-TZVPD basis set.

- HOMO-LUMO gap (alpha / beta): 0.29504 / 0.29517 Eh

```
! wB97M-V def2-TZVPD RIJCOSX def2/J DEFGRID3
* xyz 1 1
C 0.96993 0.62150 -1.34652
C -1.57531 0.26399 -1.19004
C 2.19997 0.85797 -0.32808
C -1.48865 -1.24148 -0.77094
C 0.56184 0.82409 1.46063
C -0.42098 1.04766 -0.65635
N 1.81353 0.35261 0.93231
N -0.60526 0.78843 0.70372
N -1.11743 -2.06796 1.40422
N -0.67997 -1.23535 0.46107
H 1.13669 1.22573 -2.15894
H 1.03671 -0.40915 -1.61578
H -1.85354 0.29767 -2.28834
H -2.49729 0.62581 -0.69045
H 3.04709 0.24306 -0.74321
H 2.46861 1.94156 -0.31442
H -2.48069 -1.67728 -0.50071
H -1.12981 -1.86931 -1.60598
H 0.40334 0.09988 2.30984
H 0.66157 1.77385 1.89532
H -0.59248 2.14431 -0.84092
H 2.53595 0.42090 1.67907
H -0.61477 -2.04180 2.28149
H -2.08218 -1.83754 1.59420
H 0.30312 -1.14914 0.32881
*
```

Here are the natural (NBO) charges for atoms 1 to 4, given in e: number 1, C, carries -0.427; number 2, C, carries -0.407; number 3, C, carries -0.221; number 4, C, carries -0.246

(6)
Here is a molecular structure, C4H13HgN2 in a non-equilibrium geometry from the OMol25 dataset. Energies are from ωB97M-V with the def2-TZVPD basis set.

- HOMO-LUMO gap (alpha / beta): 0.24127 / 0.09114 Eh

```
! wB97M-V def2-TZVPD RIJCOSX def2/J DEFGRID3
* xyz -1 1
C -3.12794 -0.89513 -2.57718
Hg 0.86669 0.18506 -2.33470
N 3.13968 1.15047 -2.17440
H -4.56903 -1.32397 -2.76168
H -3.81264 -1.60572 -2.64661
H -3.21362 -0.53446 -1.50596
H -2.52176 -1.86521 -2.76993
H -3.12826 -0.13413 -3.42065
H 2.93899 1.05688 -1.14337
H 2.68560 1.93227 -2.74529
H 3.63815 0.38435 -2.72724
C 0.06761 -0.25920 3.64378
C 1.24097 0.51264 2.99102
C 1.35536 0.57859 1.53205
N 1.67707 0.61622 0.40242
H -0.88625 0.18913 3.35962
H 0.18230 -0.18391 4.73267
H 0.07455 -1.33374 3.42297
H 1.25139 1.54189 3.38412
H 2.14117 -0.01204 3.33835
*
```

Here are the natural (NBO) charges for atoms 1 to 4, given in e: number 1, C, carries -0.781; number 2, Hg, carries 0.008; number 3, N, carries -1.245; number 4, H, carries -0.123